(1)
Entry from OMol25: the molecule C24H36N2O5 (the ωB97M-V functional and the def2-TZVPD basis).

Last column: natural (NBO) charge in e.
CARTESIAN COORDINATES (ANGSTROEM)
C  -2.65129  2.96782  1.28541  -0.067
H  -2.84746  3.97568  1.67832  0.175
C  -1.02134  -1.24308  -0.16498  -0.069
H  3.84122  3.73185  0.66549  0.197
H  -3.67437  1.40483  -1.64886  0.228
O  -3.12717  1.98299  2.17708  -0.557
H  3.10662  0.95590  -2.10188  0.193
H  -1.95374  -5.78617  -2.20124  0.171
H  4.59614  3.03879  -2.20875  0.193
C  -1.51763  -1.77043  -1.33937  -0.182
H  4.86196  1.40026  0.35175  0.197
O  0.56582  -4.27628  1.21534  -0.480
H  -2.13945  3.96494  3.93508  0.203
C  4.73892  2.95600  -1.12882  -0.397
H  0.40571  -0.05034  -2.11638  0.228
H  -1.71898  -3.49657  -2.56796  0.221
H  -2.94615  3.54369  -0.75543  0.223
C  -0.10991  -3.40236  0.42282  0.272
C  -0.32178  -2.06883  0.71503  -0.264
H  -2.14123  2.83718  5.29029  0.215
C  0.16322  0.79637  0.58892  0.706
H  -3.71987  0.68202  -0.01777  0.214
H  -1.56231  2.86276  1.15996  0.164
C  3.66418  3.76762  -0.41154  -0.395
H  2.39817  1.67333  0.78556  0.240
H  0.05344  -1.63966  1.63005  0.232
H  -2.07006  -1.15199  -2.03021  0.212
N  0.88531  1.17340  -0.47708  -0.436
H  1.57894  -4.66008  2.89247  0.200
C  3.28029  0.91920  -1.02447  -0.401
C  -0.44708  -7.33511  -2.12022  -0.617
C  2.21480  1.73606  -0.29346  -0.040
C  0.34202  1.00131  -1.80478  -0.321
H  1.81185  -3.00216  2.28287  0.178
O  -1.57534  2.09693  -2.77418  -0.624
H  -1.82974  0.25930  1.12180  0.266
H  5.72594  3.35663  -0.89099  0.210
C  -3.21844  1.41028  -0.65503  -0.216
H  -3.66108  3.24581  4.48089  0.210
H  5.42362  0.91233  -1.24934  0.210
C  4.66327  1.48827  -0.71844  -0.397
C  1.08329  -3.80507  2.43551  -0.251
H  0.63549  -7.41306  -2.07534  0.215
H  3.71365  4.81195  -0.72527  0.211
H  -4.42324  3.01922  0.07367  0.213
H  2.07616  3.30257  -1.78310  0.195
C  -0.61777  -3.93923  -0.78463  0.272
O  0.53945  0.89248  1.74372  -0.650
H  0.90047  1.60920  -2.51547  0.238
C  -0.85841  -5.87176  -2.16209  -0.061
C  -2.39985  1.88103  3.38609  -0.072
O  -0.36353  -5.25690  -0.99079  -0.487
H  -1.32929  1.74965  3.17116  0.191
H  -0.80782  -7.84773  -3.00747  0.212
C  -1.31740  -3.11178  -1.64447  -0.307
H  3.22134  -0.12414  -0.70717  0.215
H  -0.86353  -7.81008  -1.23652  0.215
C  2.27781  3.20554  -0.71430  -0.411
N  -1.83300  1.01417  -0.80261  -0.439
H  0.28900  -3.44873  3.09932  0.177
C  -3.36072  2.81449  -0.05851  -0.424
C  -1.12137  1.43805  -1.85984  0.687
H  -0.43713  -5.38457  -3.05331  0.170
C  -1.20616  0.21324  0.22299  -0.164
H  1.51486  3.77118  -0.17550  0.216
H  -2.77993  0.96873  3.85447  0.183
C  -2.59939  3.06307  4.33154  -0.639

Orbital gap   8.85 eV
E_HOMO   -0.29799 Ha
SMILES   CCOCCCN1C(=O)CN(C2CCCCC2)C(=O)[C@@H]1c1ccc(OCC)c(OC)c1
E_LUMO   0.740 eV
Energy above the lowest of the compared OMol25 structures with the same formula, charge and spin   0.0000 eV



(2)
Entry from OMol25: a structure of composition C24H36N3O3S2SiV at a distorted geometry (the ωB97M-V functional and the def2-TZVPD basis).

Last column: natural (NBO) charge in e.
CARTESIAN COORDINATES (ANGSTROEM)
C  -2.52373  -0.26410  4.82677  -0.176
H  3.28339  0.36912  -3.84301  0.222
O  -0.90734  -2.38502  -2.02186  -0.914
C  -0.35165  3.54556  1.31666  0.142
H  -4.00696  -3.02150  -0.60388  0.265
H  -0.66916  -4.20160  -0.42028  0.215
C  -2.55844  -0.00627  6.17449  -0.155
C  -2.09643  -3.20234  -1.76764  0.281
H  -2.80725  -1.27278  4.51980  0.242
H  3.10616  -0.20058  3.16046  0.278
C  -1.77136  2.24995  5.80122  -0.210
S  -2.69033  0.41762  2.23309  0.606
C  2.62881  -2.43919  -3.96225  -0.642
H  -1.64755  3.26906  6.20834  0.256
C  0.31959  4.73033  1.69255  -0.176
H  1.09195  -1.77585  -5.98681  0.259
C  -2.00798  1.19821  6.67357  -0.141
H  -2.79010  -1.78881  -0.10535  0.196
C  -1.23750  2.73811  2.17326  0.462
H  3.26866  -2.38109  -3.07022  0.219
H  1.30704  5.84089  -1.37895  0.284
H  2.88110  0.09414  -5.53620  0.254
H  1.58264  0.82535  2.91745  0.215
H  1.99031  -3.25179  -3.72857  0.221
H  -3.61170  -4.05509  -3.07666  0.266
H  -0.07741  3.77416  -2.05551  0.255
C  -2.30702  0.75258  3.87453  -0.286
N  -1.41219  2.98998  3.50240  -0.499
S  -1.25220  0.84280  -1.95744  -0.208
N  -0.39447  3.20543  -0.10197  -0.508
H  -1.97586  -4.34542  -3.61223  0.237
H  -1.82662  1.22029  7.73728  0.260
H  1.82279  -2.25637  0.98931  0.236
H  3.55393  -1.74963  1.07901  0.280
H  2.68666  -1.41960  -0.42986  0.231
C  2.55987  -1.51267  0.61136  -0.666
H  1.44977  -0.96816  2.95356  0.235
C  -1.91338  2.00538  4.43343  0.118
C  2.11735  -0.11709  2.66846  -0.654
V  -0.45776  1.25007  -0.01014  1.217
O  1.30673  -0.89061  -2.79094  -0.990
C  2.48838  0.15613  -4.54452  -0.617
C  0.63396  -1.46334  -5.08292  -0.648
H  -2.72198  -2.77604  -3.78044  0.225
H  -3.62706  -1.58281  -1.66222  0.220
C  0.14678  4.07860  -1.01665  0.110
H  -1.27629  3.90009  3.88631  0.442
N  -1.65982  1.66570  1.53329  -0.682
O  0.74365  0.19193  0.75018  -0.672
C  1.80451  -1.16222  -4.16336  0.328
C  -1.56415  -4.44481  -1.08722  -0.628
C  3.14345  0.83759  0.58267  -0.655
Si  -0.04864  -1.02485  -1.85939  2.127
H  -1.20939  -5.11534  -1.84021  0.236
C  0.81622  5.22462  -0.65654  -0.191
H  0.12350  -0.55955  -5.33120  0.215
C  -3.17479  -2.37327  -0.93621  -0.639
H  3.21840  1.71436  1.23250  0.232
C  -2.61770  -3.57659  -3.11478  -0.648
H  1.76969  0.92558  -4.44065  0.205
H  0.31669  4.96147  2.74723  0.253
H  2.68806  1.07207  -0.39563  0.210
H  -2.86418  -0.80509  6.83333  0.256
C  2.23252  -0.19522  1.21521  0.358
C  0.78895  5.61497  0.71689  -0.042
H  1.25025  6.52058  1.09781  0.278
H  -0.01393  -2.18638  -4.76252  0.219
H  -2.36771  -4.93700  -0.51273  0.250
H  3.20053  -2.80307  -4.84328  0.261
H  4.11776  0.32839  0.34783  0.270

Orbital gap (alpha / beta)   5.04 / 5.23 eV
E_HOMO (alpha / beta)   -0.59772 / -0.59852 Ha
Charge   +3
Expectation value of S²   0.77
E_LUMO (alpha / beta)   -11.223 / -11.053 eV
Spin multiplicity   2



(3)
Entry from OMol25: a cluster of 7 separate species, C24H36NO21 in total at a distorted geometry (the ωB97M-V functional and the def2-TZVPD basis).

Last column: Mulliken charge in e.
CARTESIAN COORDINATES (ANGSTROEM)
H  -3.64735  -0.85023  -1.31501  0.055
H  2.05038  -3.63763  -1.07770  0.375
O  5.97172  4.27106  2.99571  -0.607
C  4.30799  1.22755  2.70728  -0.189
H  -2.01923  -1.10869  -3.89711  0.233
O  1.71059  -1.87415  -3.91845  -0.449
C  -2.24515  1.68826  -4.50121  0.502
C  1.22576  3.70462  1.67282  -1.533
H  2.07825  4.12982  2.07635  0.576
H  6.53931  -0.10372  1.65716  0.311
H  1.01440  2.98253  2.34998  0.443
O  -2.72295  5.18985  3.26160  -0.664
H  1.57431  3.31842  0.68715  0.292
O  0.44495  -1.13165  1.00262  -0.614
H  -2.08588  -0.29966  1.46876  -0.534
O  -2.11075  -3.50144  -1.61682  -0.044
O  -1.20031  0.68526  -4.41160  -0.332
H  -0.60450  -5.86171  0.22583  0.427
C  0.18218  4.73992  1.44151  0.198
C  -2.80563  0.54890  -2.64669  0.690
H  -3.28443  -4.80975  0.94494  0.292
H  3.13683  -0.26952  -1.87402  0.348
H  3.22899  0.90454  2.65532  0.090
H  0.92898  -1.57979  -2.00401  -0.937
H  -0.72634  0.24491  3.12526  0.207
H  6.28147  0.30523  0.07120  0.497
C  -1.31545  -5.79341  1.03729  -1.512
H  -0.98204  4.85296  -0.62534  0.248
H  -0.87410  3.17610  0.28145  -0.170
C  -1.86429  -3.51349  -0.28204  0.511
C  5.43038  3.19481  2.68915  0.589
H  3.78292  -1.64554  -1.97106  0.710
C  -4.04472  -0.01964  -2.09292  -1.122
C  -1.71034  -0.19894  -3.41024  0.867
O  -3.89673  -0.56646  5.25235  -0.589
H  2.72732  -4.04632  -2.52598  0.570
C  1.88376  -2.03114  -2.59941  2.538
H  -4.74528  0.61501  -1.68479  0.448
H  4.76240  0.43646  3.19035  0.431
H  -2.44764  -2.70611  0.42951  -0.263
O  -2.28501  0.79807  4.36000  -0.405
O  -3.13695  -4.90756  -3.11305  -0.680
O  3.00189  -1.02734  -5.66342  -0.505
N  0.59889  -0.02211  0.37065  0.632
C  -0.86998  4.19650  0.38237  0.183
C  -2.64114  -4.70110  -1.96815  0.512
H  4.12791  1.64304  0.56979  -0.082
H  -0.96889  -0.50965  -2.63085  -0.569
O  1.74826  0.36701  0.14993  -0.508
O  -2.74919  -5.47035  -1.02646  -0.276
H  -0.76814  -5.22167  1.63226  0.530
H  0.69930  5.54213  1.09178  0.544
O  -3.20316  1.38889  -3.69274  -0.416
H  -2.93476  2.09252  0.83783  0.153
H  -0.58140  -3.60047  -0.15954  -0.042
C  3.15456  -1.21011  -2.36370  -1.194
C  -2.36396  -4.85081  0.27436  0.233
H  -1.38218  1.92162  2.85889  -0.179
H  5.08478  -0.61094  0.72604  0.402
C  -1.83802  4.89491  2.41841  0.728
H  -2.34155  1.21135  -1.95127  -0.087
H  -4.71647  -0.37727  -2.93789  0.371
O  -0.44948  0.48803  -0.16116  -0.525
C  -3.18852  -0.16050  4.33220  0.526
H  -4.45522  1.11102  1.03738  0.450
H  1.04829  -3.97014  -2.31575  0.380
C  -1.59705  0.87740  3.05373  0.079
O  -2.21199  2.64188  -5.31215  -0.634
O  -0.61104  4.93472  2.64731  -0.379
C  -3.53307  1.42323  1.44095  -2.098
C  1.98800  -3.48509  -2.15546  -1.999
O  -3.53889  -0.45697  2.97187  -0.508
O  3.71793  -1.10170  -3.60759  -0.478
C  2.82561  -1.25482  -4.54450  0.592
O  -2.15689  4.50264  1.14372  -0.377
O  5.65809  2.59296  1.49365  -0.419
O  4.61455  2.42056  3.43748  -0.365
C  5.71865  0.24294  0.90417  -1.721
H  -1.66054  -6.80591  1.25957  0.319
H  -3.93403  2.02966  2.00185  0.992
C  -2.71010  0.34177  2.07647  1.842
C  4.91117  1.41442  1.36182  1.092

Orbital gap   9.19 eV
E_HOMO   -0.26208 Ha
Charge   -1
E_LUMO   2.060 eV
Energy above the lowest of the compared OMol25 structures with the same formula, charge and spin   2.4775 eV



Calculated calculated total energy (eV), listed in the same order as above: -38690.7580 -91295.2829 -69951.6262